Entry 1:
{
  "formula": "C46H39BaBrN8O7PS2",
  "method": "ωB97M-V with the def2-TZVPD basis set",
  "e_homo_ha": [-0.0956, -0.0787],
  "charge": -1,
  "gap_ev": [3.970, 3.510],
  "spin_multiplicity": 1,
  "relative_energy_kj_mol": 469.0,
  "symbols": ["Ba", "Br", "C", "C", "C", "C", "O", "C", "C", "N", "C", "C", "C", "C", "C", "C", "C", "C", "N", "C", "C", "H", "H", "H", "H", "H", "H", "H", "H", "H", "H", "N", "C", "C", "C", "C", "C", "C", "S", "O", "O", "N", "C", "N", "C", "C", "C", "N", "H", "H", "H", "H", "H", "H", "H", "H", "H", "O", "S", "O", "O", "C", "C", "C", "C", "C", "C", "P", "C", "C", "C", "C", "C", "C", "C", "C", "C", "C", "C", "C", "H", "H", "H", "H", "H", "H", "H", "H", "H", "H", "H", "H", "H", "H", "C", "N", "C", "N", "O", "H", "H", "H", "H", "H", "H"],
  "positions_angstrom": [[0.99964, 0.04069, -0.60631], [-2.64350, 2.70867, -7.34292], [-1.14825, 2.47000, -6.29806], [-0.36722, 3.43795, -5.67748], [0.37869, 3.08123, -4.56309], [0.30425, 1.72862, -3.98423], [0.52966, 1.55439, -2.73915], [-0.29459, 0.67541, -4.88783], [-0.24248, -0.72248, -4.54138], [0.71271, -1.24346, -3.74695], [0.81099, -2.62874, -3.72788], [0.21645, -3.49151, -4.71347], [0.41289, -4.85975, -4.66322], [1.17042, -5.43928, -3.63735], [1.83462, -4.69770, -2.66707], [2.68575, -5.18163, -1.63345], [3.27792, -4.31161, -0.73874], [3.06108, -2.94552, -0.91443], [2.17640, -2.46384, -1.79633], [1.61640, -3.26144, -2.72878], [-1.04564, 1.09649, -5.97612], [-0.40667, 4.48648, -6.03984], [0.99075, 3.81386, -4.04485], [-1.12547, -1.33183, -4.82504], [-0.35921, -2.98704, -5.50311], [-0.10338, -5.47277, -5.37182], [1.21791, -6.51261, -3.71417], [2.83364, -6.24995, -1.47081], [3.92630, -4.66663, 0.08451], [3.63483, -2.15085, -0.41142], [-1.61508, 0.35795, -6.57979], [0.70112, -6.55023, 6.60671], [0.47878, -5.45884, 5.80583], [1.19955, -5.15660, 4.61998], [0.81510, -4.09835, 3.80749], [-0.33273, -3.40657, 4.09974], [-0.90356, -3.44297, 5.35371], [-0.54347, -4.54528, 6.13796], [-1.03719, -2.16471, 2.98661], [-2.46753, -2.23690, 3.20896], [-0.24352, -0.94658, 3.23179], [-0.64714, -2.54759, 1.40947], [-1.42732, -3.48701, 0.78242], [-2.07347, -3.27060, -0.38472], [-2.88769, -4.23589, -0.82809], [-3.16900, -5.39931, -0.13849], [-2.26095, -5.59791, 0.92587], [-1.42576, -4.69567, 1.31024], [1.29074, -7.31009, 6.35806], [0.20307, -6.58097, 7.47405], [2.06292, -5.75808, 4.33601], [1.37751, -3.80578, 2.92989], [-1.63716, -2.71237, 5.67809], [-1.08416, -4.60804, 7.06047], [-3.40913, -4.01142, -1.76455], [-3.91192, -6.15255, -0.50881], [-2.15625, -6.57346, 1.46140], [3.88782, 1.69996, 1.31365], [3.29935, 2.20215, 0.07106], [1.40643, 2.43234, 0.34400], [3.35520, 1.26271, -1.05412], [3.46414, 3.89269, -0.25551], [4.44595, 4.45592, -1.03126], [4.33546, 5.83869, -1.26362], [3.25630, 6.58899, -0.79539], [2.27595, 6.06070, 0.04108], [2.41484, 4.68569, 0.33681], [1.08746, 3.79200, 1.14933], [-0.57926, 4.18865, 0.63762], [-0.99266, 4.42813, -0.70107], [-2.25581, 5.00345, -1.04179], [-3.18001, 5.34032, -0.05006], [-2.83529, 5.02870, 1.29158], [-1.53723, 4.62916, 1.59377], [1.30048, 3.55200, 2.91128], [2.39423, 4.12597, 3.61888], [2.54692, 3.90942, 4.97266], [1.52789, 3.29836, 5.72203], [0.54875, 2.59864, 4.99738], [0.38685, 2.75507, 3.62582], [5.16458, 3.81390, -1.52659], [5.14334, 6.30723, -1.85536], [3.18653, 7.59109, -1.18146], [1.41278, 6.67294, 0.39661], [-0.35937, 4.27985, -1.54406], [-2.40030, 5.29805, -2.07481], [-4.11862, 5.82259, -0.22677], [-3.48143, 5.32907, 2.12828], [-1.20841, 4.66975, 2.62354], [3.04242, 4.81046, 3.05125], [3.36677, 4.41920, 5.50810], [1.54211, 3.34853, 6.83095], [-0.20561, 1.91810, 5.45922], [-0.44913, 2.23211, 3.13228], [-4.90196, -0.60743, -1.26595], [-3.48275, -0.71226, -1.18917], [-2.67060, 0.38830, -1.05160], [-3.10489, 1.58988, -1.51669], [-1.51909, 0.21880, -0.52739], [-5.37020, -1.60218, -1.13482], [-5.27005, -0.29496, -2.26252], [-5.28238, 0.10943, -0.54129], [-3.04881, -1.52876, -0.69339], [-4.00466, 1.69982, -1.98529], [-2.48467, 2.37742, -1.48675]],
  "forces_ev_per_a": [[-1.1317, -1.0078, -0.7940], [-1.1280, 1.2572, -1.3920], [0.3969, -2.7809, 0.4747], [0.1004, 0.4720, 0.4526], [-0.0791, -0.9373, -0.1439], [-0.9760, 0.3257, 0.0216], [0.3495, -0.2468, -1.3125], [1.0181, 0.7652, 1.5637], [1.3791, -0.4727, 2.2937], [-1.9025, 0.8154, -1.9251], [-1.0495, -1.5646, -1.1115], [0.7636, 2.1303, 0.9517], [0.4030, 0.0915, 1.5271], [-0.7799, -0.7806, -1.7102], [-0.1267, 1.6081, -0.1453], [-0.2244, 0.0799, 0.6578], [0.4588, -0.7850, -0.1154], [-1.0894, 1.2866, -1.0407], [1.5074, 0.3111, 0.7232], [0.1120, -0.6632, 0.8715], [-0.0366, 0.9296, -0.0234], [0.0632, -0.7925, 0.3846], [-0.1566, -0.0987, 0.0375], [0.6524, 0.1659, -0.3321], [0.3599, -0.6906, 0.2597], [-0.0020, -0.4233, -0.3175], [0.3628, -0.3069, 0.4679], [-0.1261, 0.1840, -0.3341], [-0.4341, 0.1850, -0.7081], [-0.3707, -0.6404, 0.3335], [0.4285, 0.5697, 0.5741], [-0.0977, 0.2446, 0.3313], [-0.5674, 1.3014, -1.3161], [0.1570, -0.3736, 0.6648], [-0.0955, -0.7046, -0.1024], [-0.5172, 2.2325, -0.3588], [0.4001, -1.8610, -0.0581], [0.1161, 0.7703, 0.2836], [2.4579, -0.1599, -2.6211], [0.2861, 0.4674, 0.2242], [-1.3147, -0.8064, 0.1379], [-1.0099, 1.0334, 0.8340], [0.4243, 0.6829, -0.0865], [0.0967, 0.4270, 0.0010], [-0.5111, 0.5509, 0.0261], [0.2916, -0.7881, -0.1432], [-1.1178, -1.7979, -0.3451], [0.6671, -0.9634, 1.6696], [0.2417, -0.1474, -0.1629], [0.0465, -0.2398, 0.0458], [-0.1123, 0.0911, 0.1430], [-0.1098, -0.3578, -0.1776], [-0.0879, -0.3258, -0.1490], [-0.0293, -0.4745, 0.6426], [0.1910, -0.0421, 0.1518], [0.9308, 0.8309, 0.5244], [-0.4141, 0.6878, -0.5146], [-1.2292, 0.4786, -1.0609], [0.1133, 1.3550, 0.2268], [1.2415, -1.6597, 0.5217], [0.3604, 0.6381, 0.5781], [-0.8132, -1.6306, 1.0951], [0.2072, 1.8670, -1.3230], [1.7580, -2.0409, -0.6959], [-0.8371, 0.9417, 0.3528], [0.7077, -0.6709, -0.4719], [-1.1958, 0.7175, 1.2342], [-0.7067, 1.2128, -0.9623], [0.1471, 0.5690, 0.5963], [-1.3084, 0.5664, -0.8404], [1.2274, 0.0149, 1.1445], [0.4416, -0.9620, 0.4232], [1.1578, 0.7497, 0.0873], [-0.6181, -0.3684, 0.5707], [-0.1166, 0.2457, 0.3685], [-0.4583, -0.1056, -1.2923], [-0.2979, 1.2729, 0.9617], [0.2945, -0.7669, -0.3441], [-1.1992, -0.1975, 0.6369], [0.3789, -0.2591, -0.1832], [0.2838, 0.3111, 0.1212], [-0.7016, -0.1754, 0.2966], [-0.1250, 0.3812, 0.2479], [0.7989, -0.7696, -0.2875], [0.7304, -0.4136, -0.3377], [-0.1397, -0.1988, -0.0256], [-0.3567, 0.1116, -0.4071], [0.2145, -0.1916, -0.4731], [-0.2338, -0.2264, 0.2069], [0.0116, -0.5833, 0.3865], [-0.4317, -0.3419, -0.3742], [0.0645, -0.4085, -0.9410], [0.7775, 0.8310, 0.0260], [0.6214, 0.2565, 0.1733], [-1.0412, -0.3533, -0.7174], [1.5098, -0.0045, 0.7817], [1.3630, -0.7978, 0.3512], [-0.5577, -0.7791, 0.0489], [-2.0801, 0.8580, -1.1159], [0.3628, 0.5487, 0.2956], [0.3546, 0.0695, 0.2120], [-0.2982, -0.0882, 0.2281], [-0.4099, 0.6875, -0.6610], [0.7024, -0.1854, 0.3564], [0.2609, 0.2304, 0.1508]],
  "lowdin_charge": [1.97, 0.72, -0.77, -0.14, -0.02, -0.34, -0.25, -0.14, -0.07, 0.09, -0.21, -0.02, -0.09, -0.06, -0.15, -0.01, -0.06, -0.14, 0.01, -0.17, -0.16, 0.11, 0.10, 0.12, 0.10, 0.09, 0.10, 0.11, 0.11, 0.11, 0.10, 0.09, -0.32, -0.03, -0.08, -0.31, -0.06, -0.04, 0.61, -0.34, -0.38, -0.12, -0.51, 0.10, -0.17, -0.07, -0.16, 0.11, 0.08, 0.08, 0.10, 0.11, 0.12, 0.09, 0.10, 0.10, 0.11, -0.30, 0.72, -0.62, -0.48, -0.35, -0.09, -0.11, -0.14, -0.08, -0.30, 0.88, -0.29, -0.11, -0.12, -0.13, -0.11, -0.12, -0.28, -0.08, -0.11, -0.09, -0.09, -0.09, 0.11, 0.10, 0.08, 0.12, 0.08, 0.09, 0.07, 0.09, 0.09, 0.11, 0.10, 0.10, 0.12, 0.12, -0.12, 0.01, -0.55, 0.22, -0.28, 0.09, 0.08, 0.08, 0.11, 0.11, 0.08]
}

***

Entry 2:
{
  "formula": "C9H17NOPPt",
  "method": "ωB97M-V with the def2-TZVPD basis set",
  "e_homo_ha": [-0.0370, -0.0870],
  "charge": -1,
  "gap_ev": [3.641, 4.874],
  "spin_multiplicity": 3,
  "symbols": ["C", "C", "C", "C", "C", "Pt", "P", "H", "H", "H", "H", "H", "H", "H", "H", "C", "N", "C", "C", "C", "O", "H", "H", "H", "H", "H", "H", "H", "H", "H"],
  "positions_angstrom": [[0.95634, -0.72333, -1.45725], [2.06890, -1.50985, -1.08090], [2.99878, -0.66251, -0.34341], [2.36128, 0.63354, -0.32657], [0.95077, 0.55048, -0.89259], [-1.87083, 0.46669, -0.23491], [-3.44823, -0.90645, 0.03208], [0.12590, -1.05534, -2.14229], [2.03740, -2.60815, -1.11962], [3.76925, -1.01646, 0.36057], [0.51729, 1.47712, -1.31676], [2.65415, 1.52246, 0.25482], [-3.45109, -1.35884, 1.45077], [-3.50758, -2.07602, -0.87011], [-4.39536, 0.16025, -0.24200], [-1.14529, 3.14811, 4.07566], [-1.02429, 1.88571, 3.33072], [-1.59158, 0.69525, 3.91288], [-0.50228, 1.80184, 2.11205], [0.14483, 2.92411, 1.44595], [-0.57658, 0.66681, 1.50072], [-1.71616, 2.94341, 4.99316], [-1.69846, 3.91019, 3.48481], [-0.16593, 3.56943, 4.34732], [-2.43518, 0.32172, 3.30936], [-0.82833, -0.09769, 3.99306], [-1.96267, 0.95081, 4.91891], [1.17461, 2.63634, 1.14976], [-0.38302, 3.17354, 0.49960], [0.20183, 3.82581, 2.07571]],
  "forces_ev_per_a": [[-1.6064, -1.2188, -1.0044], [0.0847, 0.5351, 0.7422], [-2.5592, 0.7556, -0.1898], [-1.7170, -0.5790, 0.7195], [4.5824, 0.9037, -0.5845], [1.8901, 1.6230, -1.0532], [0.3527, -0.5537, 0.6762], [0.8864, 0.0372, 0.7889], [0.4317, 0.5267, -0.2070], [-0.1279, 0.3369, -0.7446], [-0.1595, -0.7237, 0.2673], [0.3783, -0.4964, -0.2915], [-1.0388, -0.0599, -1.1857], [-0.7880, 0.7186, 0.8447], [-0.4364, -1.5904, 0.3333], [-0.1747, 0.2210, -0.2823], [-0.0160, 1.0202, 0.8223], [-0.3732, -0.6449, 0.4064], [-0.6050, -3.4890, -1.8542], [0.8953, 1.5871, -0.5719], [0.1279, 2.1066, 2.3412], [0.2853, 0.1723, -0.3763], [0.3094, -0.4775, 0.3493], [-0.2521, -0.1850, -0.0365], [0.3673, 0.0632, 0.1529], [-0.3828, 0.2643, -0.1081], [0.1749, -0.2204, -0.4114], [-0.6425, -0.0557, 0.1816], [0.1388, -0.3159, 0.5590], [-0.0254, -0.2611, -0.2834]],
  "mulliken_spin": [0.02, 0.01, 0.00, 0.04, 0.14, 1.67, 0.23, -0.02, 0.00, 0.00, -0.16, 0.00, 0.08, 0.07, 0.00, 0.03, -0.09, 0.00, 0.13, 0.16, -0.35, 0.01, -0.01, -0.01, 0.06, 0.00, 0.00, 0.02, -0.02, -0.02]
}

***

Please write out number 2 again, unchanged.
{
  "formula": "C9H17NOPPt",
  "method": "ωB97M-V with the def2-TZVPD basis set",
  "e_homo_ha": [-0.0370, -0.0870],
  "charge": -1,
  "gap_ev": [3.641, 4.874],
  "spin_multiplicity": 3,
  "symbols": ["C", "C", "C", "C", "C", "Pt", "P", "H", "H", "H", "H", "H", "H", "H", "H", "C", "N", "C", "C", "C", "O", "H", "H", "H", "H", "H", "H", "H", "H", "H"],
  "positions_angstrom": [[0.95634, -0.72333, -1.45725], [2.06890, -1.50985, -1.08090], [2.99878, -0.66251, -0.34341], [2.36128, 0.63354, -0.32657], [0.95077, 0.55048, -0.89259], [-1.87083, 0.46669, -0.23491], [-3.44823, -0.90645, 0.03208], [0.12590, -1.05534, -2.14229], [2.03740, -2.60815, -1.11962], [3.76925, -1.01646, 0.36057], [0.51729, 1.47712, -1.31676], [2.65415, 1.52246, 0.25482], [-3.45109, -1.35884, 1.45077], [-3.50758, -2.07602, -0.87011], [-4.39536, 0.16025, -0.24200], [-1.14529, 3.14811, 4.07566], [-1.02429, 1.88571, 3.33072], [-1.59158, 0.69525, 3.91288], [-0.50228, 1.80184, 2.11205], [0.14483, 2.92411, 1.44595], [-0.57658, 0.66681, 1.50072], [-1.71616, 2.94341, 4.99316], [-1.69846, 3.91019, 3.48481], [-0.16593, 3.56943, 4.34732], [-2.43518, 0.32172, 3.30936], [-0.82833, -0.09769, 3.99306], [-1.96267, 0.95081, 4.91891], [1.17461, 2.63634, 1.14976], [-0.38302, 3.17354, 0.49960], [0.20183, 3.82581, 2.07571]],
  "forces_ev_per_a": [[-1.6064, -1.2188, -1.0044], [0.0847, 0.5351, 0.7422], [-2.5592, 0.7556, -0.1898], [-1.7170, -0.5790, 0.7195], [4.5824, 0.9037, -0.5845], [1.8901, 1.6230, -1.0532], [0.3527, -0.5537, 0.6762], [0.8864, 0.0372, 0.7889], [0.4317, 0.5267, -0.2070], [-0.1279, 0.3369, -0.7446], [-0.1595, -0.7237, 0.2673], [0.3783, -0.4964, -0.2915], [-1.0388, -0.0599, -1.1857], [-0.7880, 0.7186, 0.8447], [-0.4364, -1.5904, 0.3333], [-0.1747, 0.2210, -0.2823], [-0.0160, 1.0202, 0.8223], [-0.3732, -0.6449, 0.4064], [-0.6050, -3.4890, -1.8542], [0.8953, 1.5871, -0.5719], [0.1279, 2.1066, 2.3412], [0.2853, 0.1723, -0.3763], [0.3094, -0.4775, 0.3493], [-0.2521, -0.1850, -0.0365], [0.3673, 0.0632, 0.1529], [-0.3828, 0.2643, -0.1081], [0.1749, -0.2204, -0.4114], [-0.6425, -0.0557, 0.1816], [0.1388, -0.3159, 0.5590], [-0.0254, -0.2611, -0.2834]],
  "mulliken_spin": [0.02, 0.01, 0.00, 0.04, 0.14, 1.67, 0.23, -0.02, 0.00, 0.00, -0.16, 0.00, 0.08, 0.07, 0.00, 0.03, -0.09, 0.00, 0.13, 0.16, -0.35, 0.01, -0.01, -0.01, 0.06, 0.00, 0.00, 0.02, -0.02, -0.02]
}

***

Question: charge of number 2 (C9H17NOPPt)?
Answer: -1